Entry 1:
ORCA calculation (ωB97M-V with the def2-TZVPD basis set) on a structure of composition C12H13NPPd at a distorted geometry.

Each line ends with the Mulliken charge.
Element x y z (Å)
C 0.234 -0.632 -4.079  -0.330
C -0.865 -1.419 -4.566  -0.723
C -0.653 -2.763 -4.173  -0.466
C 0.580 -2.814 -3.433  -0.561
C 1.155 -1.534 -3.406  -0.543
Pd 1.188 1.850 -1.636  0.566
P -0.515 3.416 -1.475  -0.083
H 0.389 0.449 -4.166  0.324
H -1.708 -1.033 -5.123  0.366
H -1.283 -3.603 -4.418  0.380
H 2.120 -1.316 -2.974  0.313
H 1.016 -3.737 -3.057  0.356
H -1.729 3.357 -0.747  0.105
H -1.191 3.984 -2.584  0.090
H -0.183 4.697 -0.962  0.087
N 0.534 1.303 0.169  -0.362
C 0.351 0.870 1.239  -0.367
C 0.222 0.401 2.582  0.589
C -1.048 0.376 3.187  -0.570
C -1.192 -0.053 4.505  -0.367
C -0.076 -0.463 5.239  -0.546
C 1.194 -0.433 4.648  -0.364
C 1.344 -0.004 3.329  -0.553
H -1.909 0.707 2.601  0.330
H -2.184 -0.067 4.957  0.334
H -0.193 -0.808 6.266  0.332
H 2.066 -0.758 5.215  0.338
H 2.334 0.027 2.862  0.325

Results
<S²>	2.0266
orbital gap (spin up / spin down)	3.4711 / 4.1267	eV
multiplicity	3
E_HOMO (spin up / spin down)	-1.72 / -2.79	eV
E_LUMO (spin up / spin down)	1.746 / 1.335	eV
total charge	-1

---

Entry 2:
ORCA calculation (ωB97M-V with the def2-TZVPD basis set) on a cluster of 3 separate species, C10H23N4O7S2 in total at a distorted geometry.

Each line ends with the Mulliken charge.
Element x y z (Å)
C 0.323 1.537 -1.188  -0.111
C 1.509 2.118 -2.074  -0.002
O 2.521 1.374 -2.212  -0.600
N 1.565 3.440 -2.716  0.088
C 1.260 4.567 -1.797  -0.818
S 0.748 3.516 -4.233  1.123
O 0.535 2.097 -4.738  -0.635
O 1.739 4.142 -5.207  -0.737
N -0.639 4.505 -4.285  -0.520
S -1.964 3.889 -3.403  1.175
C -2.058 4.555 -1.645  -0.735
O -2.127 2.394 -3.413  -0.582
O -3.213 4.462 -4.070  -0.733
H 0.592 1.615 -0.071  0.262
H -0.626 2.130 -1.374  -0.157
H 0.147 0.444 -1.463  0.265
H 0.753 4.200 -0.828  0.285
H 0.715 5.443 -2.270  0.360
H 2.279 4.984 -1.445  0.270
H -1.333 5.429 -1.512  0.206
H -1.946 3.742 -0.861  0.211
H -3.107 5.006 -1.496  0.359
C -2.678 -0.574 0.303  0.097
O -2.269 0.565 0.198  -0.562
N -2.068 -1.567 1.011  0.160
C -2.614 -2.906 1.090  -0.798
C -0.830 -1.271 1.706  -0.562
H -3.609 -0.902 -0.188  0.286
H -2.814 -3.149 2.136  0.290
H -1.887 -3.614 0.685  0.250
H -3.543 -2.983 0.521  0.294
H -1.008 -0.469 2.427  0.318
H -0.085 -0.931 0.982  0.195
H -0.461 -2.157 2.225  0.054
C 0.959 -4.159 2.522  0.135
O -0.173 -4.173 2.971  -0.643
N 2.072 -4.586 3.182  0.102
C 3.390 -4.537 2.581  -0.897
C 1.932 -5.105 4.528  -0.946
H 1.175 -3.784 1.509  0.312
H 3.799 -5.550 2.537  0.330
H 4.039 -3.908 3.195  0.338
H 3.345 -4.126 1.572  0.304
H 1.258 -5.965 4.513  0.295
H 1.497 -4.333 5.167  0.291
H 2.902 -5.406 4.925  0.380

Results
orbital gap	7.5434	eV
E_HOMO	-5.71	eV
E_LUMO	1.829	eV
total charge	-1

---

Entry 3:
ORCA calculation (ωB97M-V with the def2-TZVPD basis set) on the molecule CH4BBrO2 at a distorted geometry.

Each line ends with the Mulliken charge.
Element x y z (Å)
O -0.949 -1.158 -0.466  -0.475
B -0.369 0.077 -0.195  0.528
O -0.721 1.235 -0.790  -0.464
C 0.818 -0.001 0.914  -0.507
Br 2.658 0.147 -0.021  -0.204
H -1.580 -1.036 -1.103  0.248
H -1.361 1.060 -1.405  0.248
H 0.732 0.679 1.784  0.344
H 0.772 -1.004 1.283  0.283

Results
SMILES	OB(O)CBr
orbital gap	10.1000	eV
E_HOMO	-9.99	eV
E_LUMO	0.107	eV
ΔE to the lowest compared entry with this formula, charge and spin	3.1	kJ/mol

---

Entry 4:
ORCA calculation (ωB97M-V with the def2-TZVPD basis set) on a structure of composition C30H18Br4F5N3O3SbW at a distorted geometry.

Each line ends with the Mulliken charge.
Element x y z (Å)
W 0.197 -0.337 0.107  1.990
C 3.372 -1.854 -0.601  -1.066
C 2.619 -2.474 0.529  1.080
C 3.231 -3.567 1.135  -0.924
C 2.665 -4.220 2.201  -0.760
C 1.452 -3.741 2.672  -0.801
C 0.858 -2.662 2.060  0.035
N 1.405 -2.020 0.986  0.081
Sb -0.949 -2.077 2.963  1.177
C -1.986 -2.183 1.081  0.240
C -3.180 -2.861 1.195  -0.660
C -3.935 -3.112 0.055  -0.760
C -3.489 -2.611 -1.145  -0.850
C -2.304 -1.884 -1.226  0.934
C -1.965 -1.259 -2.544  -1.047
N -1.536 -1.738 -0.116  0.125
C -0.315 -0.027 3.068  0.153
C -0.581 0.508 4.311  -0.593
C -0.154 1.799 4.604  -0.777
C 0.456 2.521 3.607  -0.884
C 0.655 1.977 2.338  0.903
C 1.199 2.893 1.284  -1.024
N 0.332 0.681 2.114  0.137
H 4.318 -2.374 -0.717  0.617
H 2.842 -1.955 -1.545  0.195
H 3.607 -0.811 -0.408  0.154
H 4.184 -3.891 0.740  0.482
H 3.153 -5.069 2.662  0.475
H 0.970 -4.211 3.520  0.520
H -3.519 -3.205 2.164  0.488
H -4.865 -3.663 0.115  0.469
H -4.067 -2.745 -2.048  0.533
H -2.850 -1.268 -3.174  0.597
H -1.637 -0.223 -2.453  0.084
H -1.184 -1.816 -3.054  0.030
H -1.103 -0.077 5.057  0.481
H -0.323 2.233 5.581  0.479
H 0.764 3.544 3.775  0.543
H 0.995 3.919 1.581  0.569
H 2.277 2.779 1.193  0.122
H 0.762 2.743 0.301  0.017
Br 4.648 2.717 -4.184  -0.044
C 3.389 1.571 -3.454  0.393
C 2.718 0.633 -4.274  0.395
Br 3.089 0.544 -6.086  -0.041
C 1.769 -0.252 -3.736  -0.039
Br 0.928 -1.579 -4.737  -0.027
C 1.524 -0.148 -2.387  -0.159
O 0.609 -0.830 -1.638  -0.250
C 2.169 0.780 -1.587  -0.210
O 1.670 0.707 -0.324  -0.277
C 3.119 1.648 -2.081  -0.026
Br 4.021 2.794 -0.925  -0.022
F -4.095 5.119 -1.510  -0.227
C -3.403 4.080 -1.123  0.568
C -3.781 3.389 0.025  0.338
F -4.827 3.779 0.719  -0.243
C -3.048 2.293 0.429  -0.228
F -3.383 1.618 1.519  -0.277
C -1.939 1.890 -0.310  0.429
O -1.259 0.808 0.114  -0.086
C -1.563 2.583 -1.455  -0.220
F -0.493 2.178 -2.145  -0.129
C -2.290 3.677 -1.867  0.068
F -1.942 4.340 -2.948  -0.248

Results
orbital gap	5.2036	eV
E_HOMO	-16.47	eV
E_LUMO	-11.270	eV
total charge	+3